[1]
66
Properties=species:S:1:pos:R:3:forces:R:3 method="wB97M-V/def2-TZVPD" e_above_lowest_kcal_mol=0.0 homo_energy_ev=-2.367 total_energy_ha=-8574.90839 gap_ev=6.489 charge=-2
Y -0.467937 0.179984 0.612549 0.7 0.1 -0.2
O 2.299713 1.963575 -1.730509 -0.1 0.2 0.0
As 2.034678 0.246808 -1.358848 -0.5 -0.3 -0.1
O 0.336074 0.146604 -1.410992 1.3 0.1 -0.3
O 2.074493 0.447157 0.620582 0.0 0.3 -0.5
C 2.897868 1.394486 1.105811 -0.2 -0.1 0.1
C 4.276978 1.203976 1.101676 0.1 0.1 0.0
C 5.115059 2.165621 1.644770 0.0 -0.1 0.0
C 4.601021 3.332300 2.194563 0.0 0.1 0.0
C 3.228228 3.540432 2.189259 0.0 -0.1 0.0
C 2.387028 2.584471 1.644343 0.2 -0.1 -0.1
S 0.645054 2.826868 1.619014 -0.2 0.1 0.0
O 0.398445 4.178735 2.039691 0.0 0.0 0.1
O 0.089604 1.762294 2.471297 0.0 0.2 -0.2
O 0.213478 2.518144 0.236250 0.1 0.2 0.1
H 1.496109 2.445415 -1.462953 0.1 0.0 0.1
H 4.669978 0.297837 0.658410 0.0 0.0 0.1
H 6.186036 1.997133 1.645138 0.0 0.0 0.0
H 5.264738 4.082817 2.605719 0.0 0.0 0.0
H 2.785849 4.438983 2.598681 0.0 0.0 0.0
Cl -2.812619 2.693621 2.187065 0.0 0.2 0.1
C -4.399326 2.484457 2.793680 -0.1 -0.1 0.1
C -5.412672 3.318611 2.342466 0.0 0.0 0.0
C -6.701020 3.156067 2.823848 0.0 0.0 0.0
C -6.980854 2.167887 3.752944 0.0 0.0 0.0
C -5.955887 1.344773 4.191439 -0.1 -0.1 0.1
Cl -6.340154 0.116178 5.370709 0.1 0.1 -0.1
C -4.645719 1.471632 3.733791 0.0 0.0 0.1
N -3.635979 0.585318 4.186767 0.1 0.0 -0.3
C -2.616994 1.062942 5.026511 -0.1 -0.1 0.1
C -2.770895 2.243453 5.751004 0.0 0.0 0.0
C -1.756713 2.710153 6.572972 0.0 0.0 0.0
C -0.574581 1.999083 6.696239 0.0 0.0 0.0
C -0.439871 0.800047 6.008068 0.0 0.0 0.0
C -1.441862 0.303901 5.187901 0.0 0.0 -0.1
C -1.234149 -1.018752 4.473568 0.1 0.1 0.1
C -0.899081 -0.813236 3.011118 -0.2 0.1 0.1
O -1.873193 -0.423125 2.267880 -0.1 -0.3 0.5
O 0.257463 -0.940921 2.564633 -0.4 -0.2 0.3
H -5.178537 4.074094 1.604220 0.0 0.0 0.0
H -7.495022 3.797579 2.463132 0.0 0.0 0.0
H -7.981861 2.022032 4.134431 0.0 0.0 0.0
H -3.230318 0.069310 3.399191 0.0 0.0 0.0
H -3.683773 2.816565 5.639652 0.0 0.0 0.0
H -1.893817 3.641791 7.109543 0.0 0.0 0.0
H 0.232615 2.367841 7.316499 0.0 0.0 0.0
H 0.476967 0.228048 6.096977 0.0 0.0 0.0
H -2.152330 -1.609441 4.522483 0.0 -0.1 0.0
H -0.416221 -1.564775 4.939427 0.0 0.0 0.0
F -8.167482 -0.007193 0.894203 0.0 0.0 0.0
C -6.916975 0.248522 0.472151 0.0 0.0 0.0
C -6.612542 1.451501 -0.129092 0.1 0.0 -0.1
F -7.571947 2.385991 -0.270040 0.0 0.0 0.0
C -5.323310 1.695570 -0.567299 -0.1 0.1 0.1
F -5.111627 2.903984 -1.116456 0.0 0.0 0.0
C -4.282198 0.783925 -0.427208 0.2 0.2 0.0
Se -2.530248 1.207526 -1.048367 -0.7 -0.1 -0.4
C -4.629148 -0.416767 0.186008 -0.1 -0.1 0.0
F -3.729895 -1.384576 0.352082 0.0 0.0 -0.1
C -5.915054 -0.689393 0.627304 0.1 0.0 0.0
F -6.205400 -1.872012 1.191459 0.0 0.0 0.0
F 0.074125 -3.941546 -0.825963 0.0 0.1 0.0
B 0.123323 -2.976022 0.174232 0.1 -0.1 -0.2
F 1.309774 -2.212085 0.077860 -0.1 -0.1 0.1
F -0.026319 -3.552637 1.425146 0.0 0.0 -0.1
F -0.952468 -2.012364 -0.042428 0.0 -0.1 0.3

[2]
52
Properties=species:S:1:pos:R:3:forces:R:3 method="wB97M-V/def2-TZVPD" e_above_lowest_kcal_mol=0.0 homo_energy_ev=-4.710 total_energy_ha=-7387.61222 gap_ev=6.903 charge=-1
Pd -0.021721 1.451405 -0.784736 0.1 0.3 -0.3
C -1.096731 -1.480305 -2.306265 0.0 0.0 0.0
C -2.003126 -0.302954 -2.486056 0.0 0.0 0.0
C -3.150818 -0.429741 -3.303428 0.0 0.0 0.0
C -4.021006 0.605942 -3.442365 0.0 0.0 0.0
C -3.809367 1.797732 -2.713451 0.0 0.0 0.0
C -4.685056 2.905133 -2.702081 0.0 0.0 0.0
Br -6.254736 2.903397 -3.777477 0.0 0.0 0.0
C -4.429532 3.984917 -1.902580 -0.1 0.0 0.0
C -3.304042 4.008527 -1.080334 0.0 0.0 0.0
Br -3.024634 5.501056 0.046057 0.0 0.0 0.0
C -2.373054 2.967069 -1.037922 -0.1 0.1 0.1
O -1.357129 2.956375 -0.261085 0.1 -0.1 0.1
C -2.648218 1.856522 -1.915238 -0.1 0.0 0.0
N -1.743481 0.828757 -1.866506 0.0 -0.1 0.0
H -1.668226 -2.401401 -2.426264 0.0 0.0 0.0
H -0.635187 -1.457748 -1.321744 0.0 0.0 0.0
H -0.292790 -1.477765 -3.043429 0.0 0.0 0.0
H -3.318524 -1.367385 -3.816274 0.0 0.0 0.0
H -4.894025 0.517778 -4.074496 0.0 0.0 0.0
H -5.107640 4.826956 -1.889912 0.0 0.0 0.0
S 1.588277 0.182764 -1.778999 -0.1 -0.1 0.2
C 2.987768 0.382861 -0.766478 0.1 0.1 0.1
C 4.124501 -0.392615 -0.976816 0.1 0.0 0.0
C 5.252209 -0.248094 -0.177186 -0.2 0.1 0.0
C 6.393296 -1.076802 -0.410851 0.2 -0.1 0.0
N 7.303575 -1.755929 -0.596251 0.0 0.0 0.0
C 5.246182 0.701765 0.860509 -0.2 0.0 -0.1
C 4.114242 1.478028 1.072742 0.0 0.0 0.0
C 2.977530 1.329107 0.279043 0.0 -0.1 -0.1
S 1.564623 2.289865 0.580589 -0.1 0.0 0.0
C 6.387647 0.870821 1.705599 0.2 0.0 0.1
N 7.306178 1.015985 2.382968 0.0 0.0 0.0
H 4.127325 -1.127840 -1.771419 0.0 0.0 0.0
H 4.110882 2.204413 1.875056 0.0 0.0 0.0
C -2.768586 -1.208785 3.008289 0.0 0.0 0.0
C -1.604748 -0.981487 2.072238 0.0 0.1 0.0
O -1.700397 -0.196525 1.154567 0.0 -0.2 0.1
C -0.339557 -1.739966 2.313471 0.1 0.0 0.0
C -0.275506 -2.816820 3.196689 0.0 0.0 0.0
C 0.917131 -3.499502 3.378642 0.0 0.0 0.0
C 2.055749 -3.103350 2.690009 0.0 0.0 0.0
C 2.001144 -2.026516 1.815397 0.0 0.0 0.0
C 0.807762 -1.350123 1.624503 0.0 0.0 0.0
H -3.550905 -0.493994 2.767503 0.0 0.0 0.0
H -2.460922 -1.092573 4.048143 0.0 0.0 0.0
H -3.157100 -2.222548 2.888421 0.0 0.0 0.0
H -1.156432 -3.129716 3.742549 0.0 0.0 0.0
H 0.960286 -4.338663 4.061513 0.0 0.0 0.0
H 2.988635 -3.632990 2.837874 0.0 0.0 0.0
H 2.886706 -1.707788 1.279418 0.0 0.0 0.0
H 0.751546 -0.507250 0.947854 0.0 0.0 0.0

[3]
60
Properties=species:S:1:pos:R:3:forces:R:3 method="wB97M-V/def2-TZVPD" e_above_lowest_kcal_mol=93.3 homo_energy_ev="-11.688 / -11.688" total_energy_ha=-7491.27727 gap_ev="7.162 / 7.168" charge=+1
Ni 1.340812 -0.525960 -0.198989 1.2 0.4 -0.2
C 4.234939 1.569341 -1.243320 0.0 0.0 0.0
C 4.354161 0.280612 -0.512354 0.4 0.1 0.0
N 3.415922 -0.618540 -0.424357 -1.3 -0.2 0.3
C 3.804745 -1.731503 0.297101 0.4 0.1 0.0
C 5.072103 -1.667311 0.769197 0.0 0.0 0.0
S 5.793874 -0.190693 0.299632 -0.3 0.0 -0.3
C 2.825541 -2.803952 0.321383 0.0 -0.4 0.0
C 2.934343 -4.084055 0.747861 0.0 0.0 0.0
S 1.558269 -4.985641 0.270934 0.0 0.3 -0.2
C 0.891564 -3.595259 -0.487225 0.0 -0.4 0.0
N 1.638024 -2.535088 -0.342381 -0.5 0.8 0.0
C -0.345313 -3.668731 -1.312150 0.0 0.0 0.1
H 3.185492 1.830874 -1.362629 0.0 0.0 0.0
H 4.687912 1.479604 -2.231898 0.0 0.0 0.0
H 4.746766 2.361742 -0.699913 0.0 0.0 0.0
H 5.616589 -2.396757 1.345416 0.0 0.0 0.0
H 3.746357 -4.547860 1.282801 0.0 0.0 0.0
H -0.102238 -4.091458 -2.288969 0.0 0.0 0.0
H -0.764077 -2.674331 -1.458816 0.0 0.0 0.0
H -1.086902 -4.310879 -0.841711 -0.1 0.0 0.0
F -6.229146 -2.424724 0.287316 -0.1 -0.1 0.0
C -5.057613 -1.820990 0.278226 0.1 0.1 0.0
C -4.945739 -0.526097 -0.202395 0.1 -0.1 0.1
F -6.018249 0.128608 -0.611122 -0.1 0.0 -0.1
C -3.704840 0.085600 -0.239957 0.2 0.0 -0.1
F -3.654017 1.339388 -0.682941 -0.1 0.0 -0.1
C -2.549040 -0.553112 0.191707 0.3 -0.4 0.0
P -0.898045 0.275067 0.114465 -0.3 0.2 -0.8
C -1.214257 1.533021 1.375729 0.3 0.1 0.1
C -1.740358 1.109008 2.596791 0.0 0.0 -0.1
C -1.976525 2.025849 3.604215 0.0 0.0 0.1
C -1.694544 3.369581 3.400594 0.0 -0.1 0.0
C -1.168306 3.792324 2.189744 0.1 0.1 0.0
C -0.904552 2.878540 1.184741 0.0 -0.2 0.0
C -0.798703 1.067043 -1.546188 0.0 -0.1 0.1
C -0.042531 0.362258 -2.494702 -0.2 0.0 0.0
C 0.143583 0.856619 -3.775767 0.0 0.0 0.0
C -0.413999 2.074619 -4.129299 0.0 0.0 0.0
C -1.160192 2.783716 -3.200918 0.0 0.1 0.1
C -1.350928 2.291518 -1.918474 0.0 0.0 -0.1
C -2.703977 -1.816525 0.766836 0.0 0.1 0.0
Br -1.292884 -2.594058 1.749784 -0.1 -0.1 0.0
C -3.933967 -2.453381 0.783993 0.3 0.0 0.1
F -4.048960 -3.665018 1.314302 -0.2 0.0 0.0
H -1.948633 0.059727 2.768736 0.0 0.0 0.0
H -2.371194 1.690672 4.553869 0.0 0.0 0.0
H -1.868250 4.083581 4.194348 0.0 0.0 0.0
H -0.940182 4.838198 2.031893 0.0 0.0 0.0
H -0.443856 3.200445 0.263007 0.0 0.1 0.1
H 0.371269 -0.614718 -2.254365 0.0 0.0 0.0
H 0.720881 0.289668 -4.494227 0.0 0.0 0.0
H -0.269329 2.471322 -5.125231 0.0 0.0 0.0
H -1.604685 3.733273 -3.468153 0.0 0.0 0.0
H -1.931434 2.871472 -1.219319 -0.1 0.0 0.0
O 1.471721 1.644462 3.012276 -0.2 0.5 0.1
Cl 2.036031 0.849532 2.000470 0.1 -0.7 1.4
O 1.445447 -0.482528 2.002438 0.2 0.0 0.7
O 3.443815 0.755788 2.111440 0.4 0.2 0.0
O 1.697305 1.396119 0.656544 -0.5 -0.5 -1.2

[4]
64
Properties=species:S:1:pos:R:3:forces:R:3 method="wB97M-V/def2-TZVPD" e_above_lowest_kcal_mol=67.5 homo_energy_ev=-6.117 total_energy_ha=-6190.72491 gap_ev=8.040 charge=-1
Cs 0.877891 -0.273561 0.159937 -3.1 -2.1 -0.5
F 5.221439 3.488573 0.907082 0.0 -0.2 -0.1
C 4.938433 2.250011 0.499339 -0.2 0.0 0.1
F 5.789031 1.915486 -0.472908 0.0 0.0 0.1
F 5.102005 1.409730 1.525856 0.0 0.2 -0.1
S 3.216266 2.114222 -0.177406 1.1 0.5 0.1
O 3.047949 0.695753 -0.356124 2.2 0.7 -0.6
O 3.173457 2.927848 -1.352147 0.0 0.1 -0.2
N 2.422802 2.697646 1.055119 -0.1 -0.2 -0.3
S 0.918218 3.079352 0.772024 -0.4 0.7 0.6
O 0.684620 4.380469 0.233600 0.2 0.2 0.0
O 0.178311 1.975206 0.214576 -1.3 3.5 0.1
C 0.359639 3.199334 2.542049 0.2 0.0 0.0
F -0.809035 3.843061 2.606000 0.1 -0.1 -0.1
F 1.257525 3.873951 3.268282 -0.3 -0.1 0.0
F 0.192378 1.983903 3.077987 0.1 0.1 0.0
S -3.631857 0.527827 -0.573603 0.2 -0.1 0.2
Sb -4.052683 -1.213456 0.771350 -0.6 -0.3 0.2
C -4.405601 -3.046934 -0.283371 0.2 0.3 0.2
C -5.122689 -2.873840 -1.462373 0.0 0.1 0.0
C -5.551928 -3.975999 -2.183911 0.0 0.0 0.0
C -5.264865 -5.256921 -1.731388 0.0 0.0 0.0
C -4.534934 -5.429435 -0.565709 0.0 -0.1 0.0
C -4.104053 -4.326851 0.160270 0.1 0.0 0.0
C -3.093178 -1.454562 2.667191 0.0 0.0 -0.5
C -2.905857 -0.278114 3.382663 0.0 0.1 -0.1
C -2.466857 -0.331072 4.696028 0.0 0.0 0.0
C -2.219455 -1.558406 5.295357 0.0 0.0 0.0
C -2.393271 -2.729339 4.573798 0.0 -0.1 0.0
C -2.831813 -2.683004 3.257955 0.1 0.0 0.0
C -6.044473 -1.034552 1.538245 0.2 0.1 -0.1
C -6.778957 0.108358 1.255309 0.0 0.0 0.0
C -8.077808 0.235629 1.730249 0.0 0.0 0.0
C -8.642209 -0.781565 2.485993 0.0 0.0 0.0
C -7.907411 -1.925425 2.769266 0.0 -0.1 0.0
C -6.609508 -2.052454 2.296882 0.0 0.0 0.0
H -5.330859 -1.869567 -1.817601 0.0 0.0 0.0
H -6.109267 -3.832977 -3.100855 0.0 0.0 0.0
H -5.606374 -6.119983 -2.288223 0.0 0.0 0.0
H -4.293899 -6.425709 -0.216851 0.0 0.0 0.0
H -3.518205 -4.481814 1.054713 0.0 0.0 0.0
H -3.089167 0.680011 2.907106 0.0 0.0 0.0
H -2.315862 0.587279 5.248438 0.0 0.0 0.0
H -1.884569 -1.601739 6.323509 0.0 0.0 0.0
H -2.180754 -3.687537 5.030665 0.0 0.0 0.0
H -2.944656 -3.602069 2.702365 0.0 0.0 0.1
H -6.329074 0.894945 0.657791 0.0 0.0 0.0
H -8.644325 1.131171 1.506589 0.0 0.0 0.0
H -9.655276 -0.685264 2.856083 0.0 0.0 0.0
H -8.344804 -2.721252 3.359583 0.0 0.0 0.0
H -6.039729 -2.948393 2.522192 0.0 0.0 0.0
Br 7.352510 -1.484790 0.487976 0.0 0.0 0.0
C 5.874355 -2.676989 0.536668 0.0 0.0 0.0
C 6.100917 -4.039927 0.431878 0.0 0.0 0.0
N 5.109361 -4.921122 0.469588 0.0 -0.1 0.0
C 3.864070 -4.464125 0.588475 0.0 0.0 0.0
C 3.545642 -3.117427 0.693467 0.1 0.3 0.0
C 4.588156 -2.197074 0.683972 0.0 -0.1 0.1
C 2.120554 -2.590820 0.787514 0.5 -1.4 0.3
O 1.397645 -2.758567 -0.215086 0.3 -1.5 -0.2
O 1.822175 -1.966690 1.824073 0.5 -0.7 0.9
H 7.105968 -4.430439 0.318819 0.0 0.0 0.0
H 3.083875 -5.216724 0.613237 -0.1 0.1 -0.1
H 4.382971 -1.140277 0.791847 0.0 0.0 0.0

Largest force on an atom, respectively: 1.351, 0.428, 1.516, 3.766 eV Å⁻¹.